{
  "formula": "C45H57FMoN6O3Si",
  "method": "wB97M-V/def2-TZVPD",
  "e_tot_ha": -2760.72516,
  "homo_ev": [-6.536, -6.741],
  "s2": 2.085,
  "spin_multiplicity": 3,
  "e_lumo_ev": [-1.1, -1.3],
  "fmax_ev_per_a": 1.15,
  "gap_ev": [5.4, 5.4],
  "symbols": ["H", "H", "C", "H", "H", "C", "H", "C", "C", "N", "H", "H", "F", "H", "C", "H", "C", "H", "C", "H", "H", "C", "C", "H", "H", "H", "C", "H", "O", "C", "N", "C", "H", "C", "C", "H", "C", "H", "N", "H", "C", "C", "H", "H", "H", "H", "H", "O", "C", "H", "H", "H", "C", "C", "C", "Mo", "H", "H", "H", "C", "C", "C", "N", "H", "C", "N", "C", "C", "C", "H", "H", "C", "H", "C", "H", "H", "H", "H", "C", "C", "H", "O", "H", "H", "H", "H", "H", "H", "H", "C", "H", "C", "H", "H", "C", "N", "C", "C", "H", "C", "C", "H", "H", "H", "C", "C", "H", "Si", "C", "C", "C", "H", "C", "H"],
  "xyz": [[0.139629, 4.272824, -4.861958], [2.286054, 0.835588, 4.927290], [0.147170, -2.201393, 4.860322], [1.149159, -1.858391, 5.135702], [-3.329677, -6.770943, -1.590631], [-0.665897, -2.763940, 1.111607], [-0.630352, 1.522674, -7.562644], [-0.281250, 1.465101, -6.530250], [1.622105, 3.608650, 3.757649], [0.483463, 1.456124, 0.909163], [-2.246363, -3.896734, 4.651232], [0.137898, 1.025725, 4.096148], [2.623979, 0.947419, -2.120112], [2.353344, 2.998031, 4.289708], [2.208022, 0.418443, 3.923355], [2.565045, -3.515303, 1.529887], [-3.624640, -4.614082, -1.632722], [0.040937, 5.970632, 2.117040], [-0.842992, -4.418436, 3.072956], [0.098109, -3.254599, 5.135750], [6.395526, 0.795493, 1.409529], [-2.752702, -5.863874, -1.775344], [0.822016, 1.645527, 2.188101], [-2.062032, -0.596598, -4.615258], [-2.329558, -5.925242, -2.779118], [2.468216, -2.949616, 3.208309], [-1.749081, -3.225775, 0.356098], [0.859161, 4.633576, -3.319645], [1.932216, -3.174002, -1.373285], [5.619603, 0.817147, 0.655014], [2.165721, -0.484074, 0.177399], [-0.878236, -1.407816, 5.677865], [2.974643, 0.898176, 3.311708], [-2.862663, -3.352346, -1.889141], [-1.227340, 5.168121, -3.450884], [0.614797, 2.081440, -6.438064], [2.683418, -2.646550, 2.185138], [3.722854, -2.327549, 2.114736], [-1.393406, -1.604070, -1.456798], [0.790124, 4.013066, -1.291148], [-1.358712, 1.928673, -5.546838], [4.422817, 0.155281, 0.892244], [-1.040318, 6.191744, -3.779156], [-4.059945, -4.584585, -0.630072], [-2.992041, -4.078003, 3.070017], [-5.456597, -2.300697, -3.671886], [-2.262517, 1.330576, -5.687131], [1.174209, -1.390073, -2.414827], [0.791691, 0.603858, 3.324464], [-0.387282, 5.719681, 0.429231], [-0.771425, -0.333253, 5.524708], [-0.751706, -1.606506, 6.742926], [0.428470, 6.003717, 1.097095], [-1.872247, -1.522076, -2.763714], [4.796721, 1.530853, -1.473738], [0.354516, -0.476931, -0.770500], [-4.520722, -0.975606, -4.349846], [-4.469822, -4.670415, -2.321898], [6.750627, 2.017067, -0.725845], [-1.268022, -0.232316, 2.322437], [-0.958421, 0.696948, -3.310800], [-0.901468, 1.839446, -4.122733], [0.202980, -1.969595, 0.537129], [-0.811706, -5.108493, 2.227193], [-0.470435, -3.039626, 2.577776], [-0.398748, 0.942592, -2.093545], [1.273840, 2.995065, 2.431939], [3.384083, 0.140716, -0.045266], [-3.470225, -2.882616, -4.326460], [-1.350925, 0.811892, 2.048530], [-0.350082, 4.438295, 4.129007], [5.818792, 1.502987, -0.532817], [-2.386540, -4.017792, 0.722209], [0.191450, -0.657509, 2.718520], [-0.054851, 2.936381, 4.994123], [0.700042, 4.425780, 5.550456], [2.121358, 4.561311, 3.569693], [4.893851, 2.063616, -2.410767], [0.528276, 2.993525, -1.033199], [-0.014287, 2.277881, -2.104867], [-1.730803, -0.813601, 1.528929], [2.239670, -2.910909, -3.494628], [-3.719568, -3.941858, -4.412972], [2.424027, 5.363500, 1.606255], [-0.085037, -4.781210, 3.770601], [-1.883852, -0.384859, 3.214373], [-1.898567, -1.678125, 5.401114], [-2.493193, -5.509548, 3.978533], [-5.222173, -2.192998, -5.421049], [1.617438, 5.054011, 0.938769], [2.468704, -0.638944, 4.005004], [-2.222247, -4.482031, 3.730321], [-1.649474, 2.958049, -5.771667], [-2.142582, 4.817836, -3.931297], [-0.050615, 4.249852, -3.786424], [1.812679, -2.562173, -2.416692], [3.620235, 0.868748, -1.211905], [1.262121, 3.629600, 1.226261], [0.012267, 0.434805, -6.321921], [0.411431, 3.864538, 4.660230], [0.751778, 2.677998, 0.275370], [4.285873, -0.356895, 1.834904], [0.708541, 7.034207, 0.874245], [-2.791617, -2.666221, -5.154938], [-0.041889, -2.028610, 3.379154], [-4.741990, -2.038819, -4.453967], [-1.411282, 5.183307, -2.374634], [1.524725, -1.373760, 1.501505], [-1.962441, -2.722978, -0.916181], [-1.627173, -0.520733, -3.627792], [-0.291094, 2.832018, -3.367021], [-1.918370, -5.838139, -1.072679], [-2.765282, -2.650292, -3.028925], [2.028087, 5.140049, -0.069380]],
  "atomic_forces_ev_per_a": [[-0.0258, 0.0050, -0.0064], [-0.0333, 0.0001, -0.0003], [0.0012, 0.0587, 0.0170], [-0.0135, -0.0030, -0.0026], [-0.0063, 0.0100, 0.0076], [-0.1968, 0.0528, 0.0488], [-0.0106, 0.0057, 0.0137], [0.0280, -0.0038, 0.0036], [0.0417, -0.0068, -0.0203], [0.0455, 0.1885, -0.0363], [0.0126, -0.0019, -0.0191], [0.0129, 0.0095, 0.0111], [-0.0391, -0.0139, -0.0144], [-0.0178, -0.0158, 0.0173], [0.0321, -0.0182, 0.0133], [0.0179, -0.0072, 0.0369], [-0.0692, 0.0163, 0.0271], [0.0109, -0.0035, -0.0111], [0.0512, -0.0275, -0.0408], [-0.0332, -0.0026, -0.0032], [-0.0048, -0.0004, -0.0076], [0.0505, 0.0012, -0.0137], [0.0857, 0.0306, 0.1718], [0.0266, 0.0134, -0.0130], [-0.0139, 0.0023, 0.0011], [0.0258, -0.0248, -0.0046], [0.0676, -0.0435, 0.2061], [0.0072, -0.0108, 0.0109], [-0.0339, -0.0272, 0.0087], [-0.0921, -0.0277, -0.0259], [-0.0058, -0.0718, -0.1419], [-0.0125, 0.0125, 0.0348], [-0.0313, 0.0013, -0.0165], [0.1064, -0.1219, 0.2764], [-0.0534, 0.0095, 0.0272], [-0.0056, -0.0056, 0.0031], [0.2205, -0.0767, 0.1019], [-0.0062, -0.0501, -0.0098], [0.0605, -0.0817, 0.0581], [0.0160, -0.0013, -0.0079], [-0.0328, 0.0428, 0.0151], [0.1389, 0.0015, 0.0606], [0.0133, -0.0128, -0.0075], [-0.0056, 0.0122, -0.0036], [0.0199, -0.0083, -0.0028], [0.0090, -0.0061, -0.0067], [-0.0051, -0.0023, 0.0113], [0.0447, -0.1636, 0.2739], [0.0237, 0.0561, 0.0167], [0.0130, -0.0039, 0.0003], [0.0071, -0.0277, -0.0122], [0.0048, 0.0093, -0.0097], [-0.0650, -0.0058, 0.0151], [-0.0748, -0.2654, 0.2127], [0.0504, 0.0182, 0.0120], [0.2625, 0.2380, -1.0958], [0.0162, -0.0125, -0.0026], [0.0161, -0.0068, -0.0208], [-0.0140, -0.0038, -0.0058], [0.0060, -0.0555, 0.0202], [-0.0373, -0.1913, 0.0966], [0.0230, 0.0393, -0.1869], [0.4322, -0.5450, 0.5006], [-0.0131, 0.0128, -0.0075], [-0.0380, 0.0299, -0.0903], [-0.0100, 0.3545, 0.1897], [0.0047, -0.1955, 0.1355], [-0.3436, -0.0747, 0.1653], [0.0108, -0.0173, -0.0065], [0.0039, -0.0002, 0.0085], [0.0153, 0.0035, 0.0070], [-0.0150, 0.0133, -0.0274], [0.0248, 0.0082, -0.0024], [-0.0596, 0.0248, -0.0215], [0.0101, 0.0030, -0.0225], [0.0104, -0.0097, -0.0058], [-0.0058, 0.0092, -0.0062], [0.0012, -0.0051, 0.0086], [-0.0527, 0.0247, -0.2279], [-0.0599, -0.1718, 0.1212], [0.0179, -0.0257, -0.0286], [-0.0584, -0.0427, 0.0785], [-0.0243, 0.0007, 0.0055], [-0.0057, 0.0065, 0.0184], [-0.0127, -0.0083, 0.0123], [-0.0052, 0.0022, -0.0100], [0.0186, -0.0225, 0.0042], [0.0139, 0.0051, -0.0013], [0.0071, -0.0186, 0.0043], [0.0639, 0.0123, -0.0217], [-0.0071, 0.0387, -0.0092], [-0.0500, 0.0204, 0.0384], [0.0254, -0.0003, -0.0104], [0.0145, -0.0045, -0.0023], [0.0376, -0.0152, -0.0499], [0.0165, 0.2798, -0.1518], [0.0374, 0.0524, -0.0537], [-0.1410, 0.0128, -0.1338], [-0.0070, 0.0089, -0.0005], [-0.0383, 0.0154, -0.0067], [0.0490, -0.0589, 0.1803], [-0.0061, 0.0029, -0.0162], [0.0211, -0.0084, -0.0034], [-0.0026, 0.0265, 0.0073], [0.0271, 0.0069, 0.0228], [-0.0286, 0.0157, 0.0058], [0.0114, -0.0082, -0.0100], [-0.4681, 0.0643, -0.0629], [-0.1401, 0.1061, -0.2143], [0.1000, 0.2891, -0.1423], [-0.0523, 0.1473, -0.0670], [-0.0050, 0.0016, -0.0075], [0.0530, 0.2116, -0.1652], [-0.0073, 0.0001, -0.0084]],
  "lowdin_spin": [0.000, 0.000, -0.001, 0.000, 0.000, 0.010, 0.000, 0.002, 0.001, 0.008, 0.000, 0.001, 0.011, 0.000, 0.002, 0.000, -0.003, 0.000, 0.000, 0.000, 0.000, -0.001, 0.035, 0.004, 0.000, 0.000, 0.011, 0.000, 0.006, -0.001, 0.026, 0.000, 0.000, -0.019, -0.001, 0.000, 0.004, 0.000, 0.040, -0.001, 0.004, 0.007, 0.000, 0.000, 0.000, 0.000, 0.000, 0.028, 0.004, 0.000, 0.000, 0.000, 0.001, -0.025, -0.001, 1.608, 0.000, 0.000, 0.001, 0.002, -0.017, 0.024, 0.003, 0.000, 0.000, 0.016, 0.015, 0.004, 0.002, 0.001, 0.000, 0.009, 0.001, 0.000, 0.000, 0.000, 0.000, 0.000, 0.003, 0.030, 0.000, 0.008, 0.000, 0.000, 0.000, 0.000, 0.000, 0.000, 0.000, 0.001, 0.000, 0.000, 0.001, 0.000, -0.002, 0.010, 0.007, 0.014, 0.000, 0.001, 0.027, 0.000, 0.000, 0.000, -0.003, 0.001, 0.000, 0.014, 0.013, 0.062, -0.012, 0.000, 0.006, 0.000]
}